No. 1
{"formula": "C16H28NO", "method": "ωB97M-V/def2-TZVPD", "symbols": ["C", "H", "H", "C", "H", "H", "H", "C", "H", "H", "N", "H", "H", "O", "C", "C", "H", "C", "H", "C", "C", "H", "H", "H", "C", "H", "H", "C", "H", "H", "C", "C", "C", "H", "H", "H", "H", "H", "C", "C", "H", "H", "H", "C", "H", "H"], "positions_angstrom": [[-5.601, -1.412, 0.869], [-1.706, 0.682, -0.895], [2.221, -2.731, 1.932], [0.059, -0.667, -2.742], [0.724, -2.234, 1.064], [0.032, 1.733, -1.390], [-2.397, 0.125, -2.279], [1.787, -1.925, 1.284], [3.783, -1.224, 2.009], [-2.147, -2.348, 0.521], [-2.002, -0.185, -1.375], [2.608, 2.204, 2.878], [3.076, 1.910, -0.935], [1.796, -0.630, 1.921], [1.314, 0.155, -2.185], [2.037, 2.201, -0.648], [1.650, 3.714, 0.938], [1.840, 2.602, 0.870], [4.826, 1.024, 2.008], [-0.898, -1.171, -1.568], [3.784, 0.909, 1.580], [3.731, 3.163, 1.864], [2.379, -1.861, 0.322], [2.087, -0.609, -1.892], [3.155, -0.330, 2.309], [3.927, 0.632, 0.505], [-6.565, 0.316, -0.295], [-3.103, -1.805, 0.354], [-6.541, -1.634, 1.425], [0.916, 2.111, 1.285], [-5.660, -0.297, -0.100], [-3.167, -0.702, -0.589], [-4.433, 0.025, -0.804], [-0.336, -1.418, -0.637], [-1.367, -2.114, -1.970], [1.708, 0.729, -3.075], [-0.488, 0.028, -3.442], [0.437, -1.522, -3.362], [-4.349, -2.143, 1.069], [3.047, 2.274, 1.836], [3.274, -0.263, 3.432], [-4.462, 0.880, -1.533], [0.662, 0.514, -0.118], [0.926, 1.139, -1.019], [1.796, 3.125, -1.252], [-4.359, -2.967, 1.827]], "e_above_lowest_kj_mol": 170.46, "largest_force_ev_per_a": 3.637, "smiles": "COCCCCCCCCC[NH2+]c1ccccc1", "e_homo_ha": -0.453, "total_charge": 1, "orbital_gap_ev": 9.61}



No. 2
{"formula": "C16H29BCl2N2O2", "method": "ωB97M-V/def2-TZVPD", "symbols": ["H", "H", "C", "H", "Cl", "H", "C", "N", "C", "H", "H", "H", "C", "H", "C", "C", "N", "H", "C", "H", "H", "C", "H", "H", "H", "C", "B", "C", "H", "H", "H", "H", "H", "H", "O", "C", "C", "H", "H", "C", "H", "C", "H", "H", "H", "H", "Cl", "O", "C", "H", "C", "H"], "positions_angstrom": [[2.265, -2.542, 2.820], [1.003, 1.379, -6.206], [-0.377, -2.189, 3.084], [-2.821, -0.048, -4.144], [-0.114, -1.248, -4.554], [-3.534, -1.889, -1.903], [1.833, 0.487, -0.508], [0.674, -0.607, 1.434], [0.662, -1.077, 2.856], [2.250, 2.426, 1.093], [-3.462, -1.629, 0.534], [3.453, -1.097, 0.900], [1.552, 1.724, 1.551], [1.022, 0.658, 4.190], [3.183, -0.610, 2.968], [1.792, 0.295, 1.013], [-2.834, 2.906, -1.058], [0.862, 0.820, -0.886], [3.161, -0.221, 1.490], [4.141, -1.077, 3.206], [2.570, 1.241, -0.786], [0.005, 0.528, -4.511], [-1.631, 0.359, -1.119], [-0.410, -2.465, 4.138], [-1.376, -1.857, 2.795], [-3.225, 2.451, -2.030], [-2.357, 0.705, -3.317], [-2.116, -0.191, -1.965], [1.702, 1.818, 2.625], [3.925, 0.536, 1.304], [-3.517, 0.201, 0.456], [0.544, 2.068, 1.315], [-0.148, -3.104, 2.536], [1.687, 1.992, -4.606], [0.689, -1.599, 0.700], [-0.985, 1.294, -3.974], [-3.839, -0.742, -0.034], [-1.453, -1.069, -2.181], [-0.505, 0.733, 3.299], [-3.516, -0.825, -1.567], [-4.957, -0.786, 0.065], [1.298, 1.115, -5.158], [-4.361, -0.329, -2.106], [2.090, 0.337, -5.213], [-0.320, -0.331, 4.670], [2.040, -1.774, 4.375], [-0.664, 3.072, -4.083], [-3.357, 1.819, -3.162], [0.198, 0.064, 3.797], [2.113, -0.424, -1.039], [2.049, -1.581, 3.300], [3.120, 0.284, 3.595]], "largest_force_ev_per_a": 7.635, "e_homo_ha": -0.263, "orbital_gap_ev": 2.17}



No. 3
{"formula": "C16H29BO6", "method": "ωB97M-V/def2-TZVPD", "symbols": ["H", "H", "O", "H", "H", "O", "B", "H", "H", "C", "H", "H", "C", "C", "H", "H", "H", "H", "C", "C", "C", "H", "C", "O", "H", "H", "H", "H", "H", "C", "H", "C", "H", "C", "C", "H", "H", "C", "O", "H", "C", "H", "H", "H", "O", "H", "C", "C", "O", "H", "H", "C"], "positions_angstrom": [[2.899, -3.633, 2.674], [2.828, -1.992, -1.367], [-1.242, 4.113, 4.578], [4.446, -0.478, -1.011], [-2.573, 5.678, 4.337], [0.098, 0.987, 0.308], [2.534, -3.493, 1.546], [-3.051, 4.145, 3.587], [0.545, 1.019, 2.280], [-2.212, 4.817, 3.780], [-0.917, 3.217, 1.799], [1.401, -3.800, 1.320], [3.089, 0.843, -0.076], [-1.115, -1.110, -0.143], [0.939, -0.489, 1.556], [-4.559, -3.822, -3.923], [3.010, 0.853, 2.066], [-1.559, -0.936, 0.826], [3.489, -2.981, 0.423], [-2.917, -2.761, -4.904], [-3.205, -1.350, -4.416], [4.474, -2.753, 0.799], [-3.345, -2.704, -2.572], [-3.415, -3.011, -1.418], [2.424, 1.018, -0.911], [-4.204, -1.007, -4.698], [1.893, -1.582, 0.073], [-2.950, -4.539, -3.632], [3.864, 1.599, -0.165], [-3.498, -3.612, -3.776], [0.444, 4.371, 1.891], [-0.488, 4.055, 2.352], [-1.840, -2.919, -4.963], [-1.476, 5.206, 2.506], [2.886, -1.727, -0.322], [-0.932, 6.139, 2.662], [-0.573, -2.044, -0.162], [3.798, -0.506, -0.144], [0.632, 2.932, 4.186], [-3.342, -2.971, -5.884], [-0.257, 3.625, 3.784], [-2.136, 5.344, 1.651], [2.251, 2.217, 1.293], [-1.851, -1.192, -0.917], [-3.140, -1.427, -2.982], [3.552, -3.798, -0.294], [2.361, 1.140, 1.243], [-0.188, -0.006, -0.568], [0.234, -0.004, -1.639], [4.400, -0.626, 0.751], [-2.473, -0.626, -4.767], [0.964, 0.580, 1.382]], "e_above_lowest_kj_mol": 225.86, "largest_force_ev_per_a": 5.124, "smiles": "BCCCCCCOC(C)=O.O=C1CCCO1.O=C1CCCO1", "e_homo_ha": -0.366, "orbital_gap_ev": 10.51}



No. 4
{"formula": "C16H29BrF2NO11PS", "method": "ωB97M-V/def2-TZVPD", "symbols": ["H", "C", "H", "H", "H", "H", "H", "N", "H", "C", "H", "H", "C", "O", "F", "H", "H", "C", "H", "H", "C", "O", "O", "H", "C", "C", "O", "H", "O", "H", "F", "O", "H", "H", "C", "H", "C", "Br", "C", "H", "H", "S", "C", "H", "O", "C", "C", "H", "H", "H", "H", "O", "O", "C", "O", "C", "H", "H", "H", "P", "O", "C"], "positions_angstrom": [[0.767, -0.908, 2.506], [-1.423, -1.039, 4.462], [-4.331, -0.556, 2.597], [2.987, -0.905, 3.843], [-0.486, -2.491, -0.908], [3.743, 1.814, -1.816], [3.755, -0.434, 2.334], [-0.614, -3.104, 1.113], [-1.421, 3.112, 0.810], [-3.484, 1.424, -4.655], [-3.490, -1.724, 4.383], [-1.630, -0.856, 5.517], [-3.275, -0.343, 2.764], [-3.307, 4.790, -4.381], [4.261, -0.608, -2.083], [-3.055, -1.140, 0.818], [1.997, -2.825, 2.033], [2.911, -0.991, 2.756], [4.917, 2.114, -3.130], [-1.233, -0.451, -0.536], [-2.700, -1.415, 3.696], [1.024, 1.214, -4.492], [1.801, -0.135, 0.878], [-2.813, 0.631, 0.878], [-2.006, 1.645, -4.413], [0.650, 0.224, 0.126], [-1.223, -0.518, 1.520], [3.545, -2.885, 4.128], [2.921, 2.126, -3.688], [3.617, -2.530, 1.410], [-3.997, 0.441, -3.872], [-0.975, 2.282, 0.995], [-0.684, -1.841, 4.387], [-1.741, 1.407, -3.381], [-3.096, 3.627, -4.419], [4.564, -0.173, -4.003], [3.943, 0.144, -3.162], [-3.316, 1.429, 3.602], [3.981, 1.631, -2.866], [-0.969, -0.139, 4.052], [2.592, 1.726, 3.037], [1.334, 1.272, 3.139], [-0.557, -0.702, 0.294], [0.964, 0.079, -0.921], [-1.886, 3.059, -4.612], [-2.611, -0.311, 1.395], [2.070, 1.115, -3.948], [-2.470, -2.267, 3.046], [-1.430, -3.611, 0.806], [-3.754, 1.214, -5.692], [0.967, -2.237, 0.067], [2.583, -0.063, -3.489], [-4.050, 2.662, -4.275], [2.992, -2.453, 2.303], [3.566, -3.318, 3.275], [1.646, -0.294, 2.272], [0.090, -3.782, 1.367], [-0.826, 2.825, -1.528], [-1.352, 1.108, -5.089], [0.396, 2.073, 0.106], [-0.258, 2.055, -1.438], [-0.123, -2.193, 0.082]], "largest_force_ev_per_a": 0.495, "smiles": "CC[C@@H](Br)CO[C@H](CN)[C@H](O[C@H](S)CCO)P(O)O.O=C1OC[C@@H](F)O1.O=C1OC[C@@H](F)O1", "e_homo_ha": -0.315, "orbital_gap_ev": 8.92}



No. 5
{"formula": "C16H29F3N2O2", "method": "ωB97M-V/def2-TZVPD", "symbols": ["H", "H", "C", "H", "O", "F", "H", "H", "C", "C", "H", "H", "H", "H", "N", "H", "F", "C", "C", "O", "C", "H", "C", "H", "H", "H", "H", "C", "H", "H", "H", "H", "C", "H", "C", "H", "F", "H", "H", "H", "C", "C", "H", "C", "H", "C", "H", "N", "H", "C", "C", "H"], "positions_angstrom": [[-3.067, 2.171, -1.878], [5.809, 0.456, -0.790], [-7.347, 1.335, -1.919], [3.822, 0.194, 0.657], [-7.067, -0.053, -2.161], [-3.300, 1.384, -0.015], [4.121, -0.744, -3.045], [-7.641, 1.775, -2.924], [2.586, -0.672, -0.828], [7.224, -1.144, 3.169], [4.416, 1.225, -1.532], [-6.184, -1.182, 2.335], [5.701, 1.827, 4.184], [-8.245, 1.509, -1.247], [6.653, -0.995, 0.581], [4.362, -1.386, 0.080], [-5.976, 0.889, 0.843], [-4.762, -0.624, -1.332], [5.058, -0.574, -2.510], [-4.342, 0.582, -1.993], [3.935, -0.432, -0.231], [-1.646, 0.631, -2.871], [6.903, -1.062, 1.712], [-5.973, -2.232, 0.854], [5.242, -0.584, 3.825], [0.357, 0.814, -1.376], [-4.177, -0.886, -0.407], [6.274, -0.247, 3.966], [-6.611, -1.774, -1.131], [7.126, -2.182, 3.495], [8.261, -0.838, 3.323], [-6.444, 1.883, -1.524], [-3.188, 1.149, -1.403], [-1.942, -0.751, -1.661], [6.373, 1.223, 3.572], [-7.656, -1.934, 1.439], [-0.807, 2.454, -0.893], [5.733, -0.058, -3.195], [7.390, 1.598, 3.712], [5.497, -1.546, -2.267], [-0.682, 1.019, -0.947], [-6.351, -0.668, -1.087], [-4.570, -1.473, -2.070], [-1.845, 0.359, -1.786], [-0.733, 0.673, 0.126], [4.844, 0.257, -1.251], [-7.862, 0.105, 0.435], [1.539, -0.858, -1.295], [6.090, 1.379, 2.528], [-6.630, -1.457, 1.340], [-6.769, -0.187, 0.364], [6.501, -0.346, 5.031]], "largest_force_ev_per_a": 2.136, "smiles": "CO[C@@H](CO[C@@H](F)CCF)[C@@H](C)F.CCCC#N.CCCC#N", "e_homo_ha": -0.344, "orbital_gap_ev": 9.86}



No. 6
{"formula": "C16H29F3N8O2OsPS3", "method": "ωB97M-V/def2-TZVPD", "symbols": ["H", "H", "S", "N", "Os", "N", "S", "C", "N", "H", "C", "H", "C", "C", "P", "H", "H", "H", "H", "F", "H", "H", "H", "H", "C", "C", "C", "H", "H", "C", "N", "H", "N", "C", "N", "H", "H", "F", "C", "O", "C", "F", "H", "H", "C", "O", "C", "H", "H", "H", "S", "H", "C", "N", "H", "H", "H", "H", "H", "H", "C", "N", "C"], "positions_angstrom": [[-1.147, -1.658, -3.894], [1.617, -4.231, 3.439], [1.127, 0.961, -0.975], [-3.790, 1.985, -0.492], [-0.273, 0.058, 0.965], [1.361, -1.129, 2.186], [-1.301, 0.124, 3.411], [1.931, -3.249, 3.115], [0.678, 2.118, 2.274], [1.129, 0.395, -4.081], [1.012, -2.350, 2.606], [1.668, 2.229, 2.085], [-0.775, -0.642, -4.037], [4.346, -0.607, -1.510], [1.126, -1.018, -1.426], [3.861, -0.043, -2.309], [2.898, 0.218, 1.874], [-1.153, -0.274, -4.992], [1.123, -1.151, -4.937], [5.252, -3.994, 2.772], [5.372, -0.806, -1.821], [-4.640, 0.594, -4.226], [-5.578, 0.357, -2.756], [3.594, -2.533, -2.153], [2.646, -0.764, 2.258], [-4.647, 0.775, -3.151], [0.734, -0.619, -4.077], [-3.111, 3.902, -3.201], [-1.167, -0.002, -3.243], [-3.193, 2.826, -3.373], [-2.636, 0.603, 0.666], [-4.512, -0.012, -0.155], [-0.542, 1.442, 5.551], [3.624, -1.592, 2.764], [0.480, 2.129, 3.651], [4.168, -2.496, -0.484], [-0.033, -2.618, 2.530], [4.921, -3.252, 4.780], [-4.772, 2.611, -1.403], [2.294, -1.789, -0.726], [3.660, -1.926, -1.255], [3.816, -4.973, 4.065], [-3.803, 0.215, -2.730], [4.373, 0.011, -0.611], [-0.392, 1.291, 4.240], [1.344, -1.313, -2.933], [-4.523, 2.270, -2.874], [-1.186, 0.841, 6.037], [-5.758, 2.277, -1.085], [0.174, 2.883, 1.837], [-0.570, -1.804, -0.647], [-4.694, 3.681, -1.235], [3.255, -2.859, 3.189], [-2.003, 1.796, 0.576], [4.654, -1.262, 2.813], [-5.333, 2.782, -3.402], [0.908, 2.870, 4.186], [-2.344, 2.339, -2.880], [-3.094, 2.650, -4.445], [-0.076, 2.160, 6.083], [4.324, -3.794, 3.715], [-2.679, 2.628, -0.131], [-3.746, 0.737, -0.021]], "multiplicity": 6, "e_above_lowest_kj_mol": 0.00, "largest_force_ev_per_a": 0.652, "e_homo_ha": [-0.493, -0.543], "total_charge": 2, "orbital_gap_ev": [8.19, 7.28]}



Question: What is the formula in the sixth record?
Answer: C16H29F3N8O2OsPS3